[1]
This record from the OMol25 dataset describes a structure of composition C25H59Cl2N7O9Zn in a non-equilibrium geometry. The level of theory is ωB97M-V/def2-TZVPD.

CARTESIAN COORDINATES (ANGSTROEM)
Zn: 0.20 0.16 -0.22
Cl: -1.98 0.17 0.82
Cl: 1.68 -0.83 1.43
C: -3.16 -4.06 1.82
O: -2.70 -4.97 0.83
C: -1.43 -4.53 0.36
C: -0.85 -5.61 -0.61
O: -0.30 -6.72 0.08
C: -1.24 -7.70 0.39
H: -4.21 -4.23 2.06
H: -3.12 -3.03 1.46
H: -2.61 -4.13 2.76
H: -0.79 -4.46 1.24
H: -1.37 -3.55 -0.10
H: -0.03 -5.17 -1.17
H: -1.54 -5.97 -1.37
H: -1.48 -8.34 -0.45
H: -2.15 -7.29 0.85
H: -0.80 -8.40 1.10
C: 4.52 -3.07 0.08
C: 5.79 -2.74 -0.69
O: 6.03 -3.18 -1.83
N: 6.55 -1.86 0.01
C: 7.80 -1.30 -0.52
H: 3.68 -3.21 -0.60
H: 4.14 -2.22 0.66
H: 4.64 -3.97 0.69
H: 6.27 -1.64 0.95
H: 8.07 -1.65 -1.51
H: 8.68 -1.51 0.09
H: 7.64 -0.22 -0.52
C: 1.20 4.16 -0.66
C: 0.92 3.28 0.48
O: 0.59 2.07 0.30
N: 0.96 3.86 1.68
C: 0.69 3.15 2.89
H: 1.84 4.99 -0.36
H: 0.26 4.62 -0.96
H: 1.71 3.57 -1.43
H: 1.23 4.83 1.74
H: -0.23 2.56 2.86
H: 0.59 3.91 3.67
H: 1.56 2.54 3.09
C: -0.90 -1.62 4.75
C: -2.40 -1.89 4.99
O: -2.84 -2.39 6.01
N: -3.25 -1.32 4.10
C: -4.70 -1.50 4.06
H: -0.29 -1.85 5.62
H: -0.80 -0.57 4.47
H: -0.51 -2.26 3.96
H: -2.84 -0.91 3.27
H: -5.18 -0.69 4.60
H: -5.01 -2.42 4.55
H: -5.03 -1.48 3.02
C: -2.71 4.24 1.22
C: -3.41 5.54 0.84
O: -4.38 5.61 0.07
N: -2.85 6.65 1.40
C: -3.33 7.98 1.20
H: -3.46 3.47 1.39
H: -2.19 4.40 2.17
H: -2.05 4.00 0.39
H: -2.19 6.46 2.14
H: -2.59 8.76 1.37
H: -4.13 8.30 1.86
H: -3.68 8.10 0.17
C: 1.50 -2.41 -3.06
C: 0.14 -1.98 -2.46
O: 0.11 -1.44 -1.38
N: -0.90 -2.19 -3.25
C: -2.30 -1.89 -2.88
H: 1.51 -1.88 -4.01
H: 1.51 -3.49 -3.20
H: 2.30 -2.06 -2.41
H: -0.81 -2.69 -4.13
H: -2.66 -2.34 -1.96
H: -2.86 -2.43 -3.65
H: -2.51 -0.82 -2.93
C: 2.88 0.69 -3.63
C: 2.95 0.76 -2.07
O: 1.94 0.65 -1.39
N: 4.16 0.98 -1.54
C: 4.47 1.05 -0.09
H: 3.24 -0.28 -3.98
H: 3.54 1.48 -3.99
H: 1.84 0.89 -3.90
H: 4.96 0.96 -2.16
H: 4.86 0.13 0.34
H: 3.57 1.35 0.45
H: 5.09 1.93 0.07
C: -0.84 2.78 -3.58
C: -1.35 2.01 -2.39
O: -0.69 1.13 -1.86
N: -2.57 2.13 -1.89
C: -3.52 3.19 -2.29
H: -0.72 2.11 -4.43
H: 0.13 3.21 -3.31
H: -1.49 3.57 -3.93
H: -2.77 1.61 -1.05
H: -3.08 4.14 -1.98
H: -4.44 3.04 -1.73
H: -3.77 3.20 -3.35

Summary:
gap between HOMO and LUMO: 8.1000 eV
LUMO level: -0.005 Eh
total energy: -129207.7914 eV
HOMO level: -8.230 eV

Atom charges from the Löwdin analysis, given in e for atoms 1 to 6:
1. Zn 0.166
2. Cl -0.058
3. Cl -0.131
4. C -0.108
5. O -0.191
6. C -0.175

[2]
This record from the OMol25 dataset describes a structure of composition C26H50N2O3P2Re in a non-equilibrium geometry. The level of theory is ωB97M-V/def2-TZVPD.

CARTESIAN COORDINATES (ANGSTROEM)
Re: 0.35 -0.14 -0.73
C: 1.04 -0.54 -2.46
O: 1.49 -0.77 -3.54
C: 0.94 1.67 -0.59
O: 1.35 2.77 -0.53
P: -1.75 0.39 -1.86
C: -3.13 1.13 -0.85
H: -3.89 1.43 -1.59
C: -1.61 1.72 -3.22
H: -0.79 2.33 -2.80
C: -2.72 -1.01 -2.63
H: -2.93 -1.64 -1.74
C: 2.62 -3.05 -0.31
P: 2.28 -1.26 0.20
H: 3.55 -1.77 2.15
H: 1.73 -3.56 0.10
C: 3.99 -0.48 -0.15
H: 4.69 -1.31 0.03
C: -1.15 1.17 -4.57
H: -1.99 0.79 -5.17
H: -0.38 0.40 -4.50
H: -0.71 2.00 -5.13
C: -2.83 2.62 -3.43
H: -2.70 3.18 -4.37
H: -2.96 3.37 -2.64
H: -3.76 2.06 -3.53
C: -4.07 -0.62 -3.24
H: -4.73 -0.09 -2.55
H: -4.58 -1.55 -3.52
H: -3.95 -0.02 -4.15
C: -1.94 -1.88 -3.61
H: -2.40 -2.88 -3.63
H: -0.88 -2.01 -3.35
H: -1.99 -1.48 -4.63
C: -3.77 0.13 0.12
H: -4.63 -0.39 -0.34
H: -4.15 0.65 1.01
H: -3.05 -0.63 0.45
C: -2.63 2.39 -0.15
H: -1.86 2.13 0.58
H: -3.47 2.86 0.39
H: -2.22 3.13 -0.85
C: 3.88 -3.67 0.32
H: 4.07 -3.39 1.36
H: 4.77 -3.43 -0.28
H: 3.76 -4.76 0.30
C: 2.64 -3.32 -1.82
H: 3.48 -2.82 -2.31
C: 2.20 -0.33 2.93
H: 1.71 -3.04 -2.32
H: 2.77 -4.40 -1.97
C: 1.70 -2.78 2.54
H: 1.17 -0.36 3.31
H: 2.86 -0.36 3.81
H: 2.35 0.62 2.42
C: 2.48 -1.55 2.05
H: 1.49 -2.68 3.62
H: 2.26 -3.71 2.42
H: 0.73 -2.88 2.03
C: 4.32 0.66 0.80
H: 3.59 1.48 0.70
H: 5.31 1.06 0.53
H: 4.37 0.34 1.85
C: 4.16 0.00 -1.59
H: 3.90 -0.75 -2.35
H: 5.22 0.27 -1.74
H: 3.55 0.90 -1.77
H: 0.21 -1.09 0.66
H: -1.08 -1.00 -0.37
N: -1.16 3.57 6.45
C: -1.81 2.44 6.03
O: -2.68 1.90 6.70
C: -1.41 1.93 4.67
C: -0.50 2.58 3.81
C: -0.23 2.03 2.56
N: -0.79 0.88 2.12
C: -1.65 0.25 2.94
C: -2.00 0.75 4.21
H: -1.36 3.91 7.37
H: -0.37 3.95 5.96
H: -0.01 3.51 4.07
H: 0.46 2.53 1.88
H: -2.07 -0.69 2.58
H: -2.73 0.21 4.82

Summary:
<S²>: 3.777
2S+1: 4
gap between HOMO and LUMO (spin up / spin down): 6.6954 / 4.6493 eV
net charge: +4
LUMO level (spin up / spin down): -0.528 / -0.598 Eh
energy above the lowest of the compared OMol25 structures with the same formula, charge and spin: 13.2 kcal/mol
total energy: -57557.2079 eV
HOMO level (spin up / spin down): -21.075 / -20.930 eV

Atom charges from the Löwdin analysis, given in e for atoms 1 to 6:
1. Re 0.893
2. C -0.291
3. O 0.188
4. C -0.217
5. O 0.211
6. P 1.014

[3]
This record from the OMol25 dataset describes a structure of composition CsH6O3. The level of theory is ωB97M-V/def2-TZVPD.

CARTESIAN COORDINATES (ANGSTROEM)
Cs: -0.17 -0.87 -0.92
O: -0.63 1.67 0.43
H: 0.25 1.82 0.08
H: -0.98 2.55 0.62
O: -2.05 -1.50 1.77
H: -2.45 -1.70 0.92
H: -2.19 -2.29 2.31
O: 2.61 -0.08 -2.05
H: 3.33 -0.36 -1.46
H: 2.28 0.76 -1.70

Summary:
gap between HOMO and LUMO: 11.6390 eV
net charge: +1
LUMO level: -0.140 Eh
energy above the lowest of the compared OMol25 structures with the same formula, charge and spin: 15.0 kcal/mol
total energy: -6782.5531 eV
HOMO level: -15.438 eV

Atom charges from the Löwdin analysis, given in e for atoms 1 to 6:
1. Cs 1.219
2. O -0.188
3. H 0.005
4. H 0.073
5. O -0.103
6. H -0.002